No. 1
ORCA calculation (the ωB97M-V functional and the def2-TZVPD basis) on a structure of composition C38H34ClFeN7O2.

Each line ends with the Löwdin charge.
Positions of all 83 atoms, in Å:
Fe -0.112 -1.113 -0.101  0.8740
Cl 3.354 -5.580 -4.817  0.6657
C 2.330 -4.826 -3.641  -0.6805
C 0.937 -4.982 -3.725  -0.0863
C 0.120 -4.384 -2.805  -0.0245
C 0.630 -3.570 -1.753  -0.3726
O -0.174 -3.009 -0.925  -0.1650
C 2.052 -3.449 -1.669  -0.1304
C 2.695 -2.715 -0.633  -0.0785
N 2.106 -1.986 0.253  0.0608
C 2.820 -1.315 1.243  -0.2171
C 4.195 -1.279 1.382  -0.0021
C 4.815 -0.579 2.430  -0.0560
C 4.073 0.080 3.370  -0.0264
C 2.665 0.076 3.271  -0.1454
C 1.837 0.707 4.225  0.0107
C 0.480 0.683 4.063  -0.0300
C -0.048 0.061 2.920  -0.1178
N 0.689 -0.540 2.018  0.0821
C 2.036 -0.585 2.187  -0.1638
C 2.869 -4.092 -2.622  -0.0665
H 0.519 -5.582 -4.523  0.1109
H -0.955 -4.508 -2.848  0.1207
H 3.784 -2.824 -0.636  0.1212
H 4.828 -1.805 0.682  0.1074
H 5.895 -0.580 2.494  0.1139
H 4.542 0.608 4.190  0.1190
H 2.293 1.192 5.079  0.1262
H -0.182 1.138 4.786  0.1124
H -1.119 0.070 2.745  0.0982
H 3.947 -4.000 -2.552  0.1135
C 1.314 5.358 -1.198  -0.0356
C 0.501 4.140 -0.864  -0.2590
C 0.012 3.926 0.424  -0.0199
C -0.714 2.793 0.719  -0.0194
C -0.961 1.798 -0.242  -0.2543
N -1.688 0.656 0.091  0.1100
C -2.901 0.840 0.650  -0.1940
C -3.588 2.078 0.461  0.0106
C -4.802 2.355 1.020  -0.0192
C -5.435 1.402 1.826  -0.2423
C -6.758 1.681 2.470  -0.0299
C -4.822 0.165 1.974  0.0284
C -3.603 -0.162 1.395  -0.0795
N -3.106 -1.465 1.600  -0.0612
C -3.715 -2.462 2.308  -0.0353
C -2.918 -3.569 2.238  -0.0179
C -1.825 -3.171 1.451  -0.1067
N -1.945 -1.910 1.078  0.0360
C -0.425 1.998 -1.523  -0.1410
C 0.268 3.161 -1.820  0.0165
N -0.583 1.018 -2.527  -0.0693
C -0.726 1.225 -3.858  -0.0401
C -0.765 -0.006 -4.461  -0.0246
C -0.632 -0.924 -3.406  -0.0885
N -0.530 -0.299 -2.246  0.0492
H 0.992 6.219 -0.614  0.0846
H 2.368 5.181 -0.968  0.0858
H 1.239 5.600 -2.257  0.0840
H 0.184 4.669 1.194  0.1216
H -1.102 2.638 1.718  0.1206
H -3.130 2.814 -0.184  0.1230
H -5.277 3.309 0.832  0.1242
H -6.902 2.749 2.619  0.0850
H -7.570 1.321 1.833  0.0978
H -6.843 1.177 3.432  0.0864
H -5.344 -0.570 2.569  0.1080
H -4.659 -2.350 2.805  0.1165
H -3.101 -4.530 2.684  0.1076
H -0.972 -3.743 1.124  0.1103
H 0.659 3.299 -2.821  0.1264
H -0.825 2.213 -4.276  0.1299
H -0.871 -0.222 -5.509  0.1048
H -0.622 -2.002 -3.440  0.0996
C 3.727 1.797 -1.554  -0.0522
C 2.854 0.558 -1.630  -0.2648
O 1.780 0.609 -0.691  -0.1222
H 4.504 1.750 -2.318  0.0868
H 4.214 1.863 -0.578  0.0820
H 3.131 2.697 -1.710  0.0611
H 3.465 -0.334 -1.460  0.1007
H 2.388 0.465 -2.612  0.1204
H 2.140 0.883 0.161  0.0855

## Properties
E in Ha: -3725.98021
Lowest unoccupied orbital energy (spin up / spin down) in hartree: -0.1060 / -0.1673
HOMO energy (spin up / spin down) in eV: -9.57 / -9.63
Frontier orbital gap (spin up / spin down) in eV: 6.683 / 5.074
ΔE to the lowest compared entry with this formula, charge and spin in kJ/mol: 0.0
Spin multiplicity: 6
Net charge: +1


No. 2
ORCA calculation (the ωB97M-V functional and the def2-TZVPD basis) on a structure of composition C38H34CrN6O3S2 in a non-equilibrium geometry.

Each line ends with the Löwdin charge.
Positions of all 84 atoms, in Å:
Cr -0.469 0.016 0.120  0.5714
C 2.626 1.762 -0.178  -0.0121
C 1.856 1.427 1.072  -0.3006
N 1.627 0.198 1.350  0.0126
N 1.282 -0.057 2.678  -0.0369
C 0.351 -0.897 2.928  -1.0586
S -0.755 -1.648 1.802  0.6054
S 0.119 -1.247 4.672  0.8556
C -0.922 0.203 5.079  -0.4073
C -2.395 -0.053 4.928  -0.2889
C -3.141 -0.563 5.989  -0.0552
C -4.496 -0.821 5.845  -0.0954
C -5.125 -0.572 4.630  -0.1042
C -4.387 -0.067 3.568  -0.0820
C -3.029 0.190 3.713  -0.0567
C 1.244 2.515 1.859  -0.1337
C 1.946 3.587 2.401  -0.0425
C 1.297 4.575 3.123  -0.1100
C -0.086 4.493 3.272  -0.0960
C -0.811 3.456 2.709  -0.0219
C -0.169 2.433 1.990  -0.3848
O -0.857 1.475 1.418  -0.2481
H 3.465 1.080 -0.312  0.0771
H 2.990 2.788 -0.115  0.0792
H 2.003 1.679 -1.071  0.0622
H -0.580 1.010 4.429  0.0680
H -0.667 0.459 6.107  0.0741
H -2.650 -0.759 6.937  0.1104
H -5.063 -1.215 6.680  0.0966
H -6.182 -0.778 4.512  0.0939
H -4.869 0.123 2.616  0.0991
H -2.449 0.556 2.872  0.0748
H 3.025 3.626 2.282  0.1131
H 1.854 5.389 3.568  0.0920
H -0.609 5.260 3.832  0.0984
H -1.889 3.407 2.815  0.1121
C -6.923 -1.311 -11.815  -0.0725
O -6.532 -0.080 -11.220  -0.0727
C -5.854 -0.141 -10.051  -0.2816
C -5.480 1.081 -9.494  0.0052
C -4.790 1.110 -8.301  -0.0263
C -4.455 -0.070 -7.635  -0.1582
C -4.829 -1.280 -8.200  -0.0128
C -5.524 -1.328 -9.400  -0.0046
C -3.723 -0.071 -6.360  -0.2563
N -3.358 -1.141 -5.693  0.1915
C -2.723 -0.666 -4.572  -0.1671
C -2.698 0.700 -4.560  -0.1244
N -3.341 1.075 -5.717  0.1824
C -2.098 1.476 -3.517  -0.0644
C -2.014 2.874 -3.454  0.0117
C -1.406 3.462 -2.378  -0.0147
C -0.880 2.656 -1.364  -0.0644
N -0.947 1.340 -1.410  0.0408
C -1.546 0.746 -2.463  -0.1204
C -1.588 -0.713 -2.441  -0.1306
N -1.049 -1.312 -1.352  -0.0037
C -1.035 -2.630 -1.311  -0.1218
C -1.571 -3.423 -2.335  -0.0171
C -2.138 -2.827 -3.427  0.0208
C -2.153 -1.427 -3.494  -0.0671
H -7.442 -1.053 -12.732  0.0929
H -7.597 -1.867 -11.162  0.0960
H -6.054 -1.927 -12.053  0.0958
H -5.743 1.992 -10.017  0.1233
H -4.513 2.078 -7.896  0.1051
H -4.569 -2.196 -7.684  0.1154
H -5.801 -2.286 -9.813  0.1037
H -3.536 2.013 -6.017  0.1467
H -2.430 3.486 -4.246  0.1177
H -1.329 4.537 -2.295  0.1168
H -0.404 3.083 -0.489  0.1228
H -0.591 -3.069 -0.426  0.0742
H -1.533 -4.500 -2.241  0.1154
H -2.575 -3.403 -4.233  0.1235
C 2.972 -2.231 -0.416  -0.0804
C 2.494 -2.003 -1.826  -0.2961
O 1.761 -0.770 -1.868  -0.1112
H 3.526 -3.172 -0.371  0.0795
H 2.132 -2.274 0.280  0.0577
H 3.624 -1.421 -0.087  0.0699
H 1.844 -2.828 -2.139  0.1028
H 3.335 -1.957 -2.521  0.1105
H 1.425 -0.663 -2.764  0.0849

## Properties
E in Ha: -3863.64558
Lowest unoccupied orbital energy (spin up / spin down) in hartree: -0.0313 / -0.0369
HOMO energy (spin up / spin down) in eV: -6.90 / -7.01
Frontier orbital gap (spin up / spin down) in eV: 6.046 / 6.009
Spin multiplicity: 5
Net charge: 0


No. 3
ORCA calculation (the ωB97M-V functional and the def2-TZVPD basis) on a structure of composition C38H34CsN4O5P in a non-equilibrium geometry.

Each line ends with the Löwdin charge.
Positions of all 83 atoms, in Å:
Cs 0.398 0.320 -1.720  1.1615
O 3.222 -1.409 -2.484  -0.1280
C 2.514 -2.649 -2.350  -0.2564
C 1.881 -3.050 -3.665  -0.1959
N 0.713 -2.251 -4.016  -0.1637
C -0.555 -2.964 -3.835  -0.1252
C -1.733 -2.063 -3.471  -0.7417
O -2.860 -2.601 -3.445  -0.0631
O -1.449 -0.881 -3.202  -0.2618
C 0.916 -1.639 -5.345  -0.1023
C 1.550 -0.226 -5.266  -0.6677
O 1.861 0.270 -6.356  -0.0403
O 1.705 0.306 -4.119  -0.2882
H 2.648 -0.874 -3.089  0.0037
H 1.795 -2.620 -1.537  0.0731
H 3.291 -3.373 -2.064  0.1115
H 1.756 -4.144 -3.693  0.1146
H 2.623 -2.834 -4.483  0.1315
H -0.414 -3.652 -2.996  0.0969
H -0.845 -3.549 -4.709  0.1156
H -0.077 -1.542 -5.879  0.1422
H 1.489 -2.309 -5.982  0.1027
N -0.789 4.694 -1.504  0.1072
C 0.390 4.732 -2.282  -0.3130
C 0.987 5.949 -2.650  -0.0339
C 2.068 5.953 -3.515  -0.0986
C 2.504 4.736 -4.037  -0.0703
C 1.792 3.603 -3.666  -0.1332
N 0.807 3.597 -2.814  0.1179
C -1.606 3.481 -1.505  -0.3273
C -1.955 2.784 -0.394  -0.0465
C -2.757 1.658 -0.521  -0.0943
C -3.148 1.202 -1.754  -0.0782
C -2.875 2.065 -2.801  -0.1511
N -2.124 3.132 -2.699  0.1203
H -0.680 5.107 -0.586  0.1220
H 0.627 6.886 -2.263  0.0931
H 2.625 6.865 -3.682  0.0916
H 3.346 4.655 -4.752  0.1070
H 2.071 2.666 -4.120  0.0920
H -1.576 3.077 0.591  0.0974
H -2.972 1.128 0.383  0.0787
H -3.692 0.315 -1.952  0.0977
H -3.105 1.909 -3.839  0.1095
C 1.353 -5.127 5.262  -0.0957
C 2.468 -4.338 4.954  -0.1109
C 2.345 -3.125 4.243  -0.1190
C 1.127 -2.671 3.722  -0.3802
C 0.003 -3.509 3.976  -0.1005
C 0.106 -4.674 4.720  -0.1010
P 1.132 -0.991 2.836  1.1060
C -0.189 -1.454 1.561  -0.4041
C -1.461 -0.880 1.632  -0.0953
C -2.513 -1.288 0.770  -0.0901
C -2.261 -2.144 -0.301  -0.0747
C -0.996 -2.698 -0.357  -0.1128
C -0.012 -2.469 0.626  -0.1412
C 0.187 -0.049 4.150  -0.3228
C -0.128 -0.589 5.373  -0.1242
C -0.906 0.128 6.268  -0.1386
C -1.377 1.374 6.060  -0.0627
C -0.910 2.089 4.905  -0.1989
C -1.163 3.451 4.708  -0.0963
C -0.683 4.126 3.596  -0.1157
C 0.074 3.404 2.652  -0.2139
C 0.301 2.026 2.694  -0.0649
C -0.154 1.354 3.919  -0.2340
H 1.409 -6.049 5.862  0.0913
H 3.440 -4.647 5.289  0.0797
H 3.192 -2.482 4.074  0.0793
H -0.965 -3.165 3.588  0.1124
H -0.779 -5.245 4.930  0.0824
H -1.690 -0.057 2.353  0.1102
H -3.494 -0.924 0.937  0.0869
H -3.030 -2.314 -1.031  0.0952
H -0.752 -3.458 -1.089  0.0906
H 0.898 -3.090 0.624  0.1097
H 0.172 -1.544 5.724  0.0784
H -1.065 -0.320 7.250  0.0934
H -1.869 1.910 6.869  0.0963
H -1.781 3.974 5.419  0.0832
H -0.857 5.141 3.534  0.0537
H 0.459 3.864 1.767  0.0418

## Properties
E in Ha: -2425.21050
Lowest unoccupied orbital energy in hartree: 0.1422
HOMO energy in eV: -1.79
Frontier orbital gap in eV: 5.659
ΔE to the lowest compared entry with this formula, charge and spin in kJ/mol: 11.5
Spin multiplicity: 1
Net charge: -2